Record 1
This record from the Open Molecules 2025 dataset describes C24H27AsCl2InO2P as an isolated structure at a distorted geometry. The level of theory is the ωB97M-V functional and the def2-TZVPD basis.

```
! RIJCOSX wB97M-V def2-TZVPD def2/J DEFGRID3
* xyz 2 1
C 0.56112 -2.71472 -2.62633
C -0.39175 -1.74626 -2.07397
H 0.03222 -3.54972 -3.12045
H 1.21089 -3.12510 -1.83411
H 1.21639 -2.19627 -3.34827
O -1.58301 -1.79422 -1.93417
Cl 2.86434 -0.16509 -1.82685
In 0.56356 0.40089 -1.44583
P 0.18425 1.08130 -3.93882
C -1.44029 1.66623 -4.48162
C 1.30562 2.49478 -4.22436
H 1.74866 -0.47503 -4.92064
H 0.73434 0.36477 -6.14338
H 0.04577 -0.99093 -5.18399
C 0.73227 -0.13517 -5.16480
H 2.23508 2.35878 -3.65654
H 1.53127 2.53311 -5.29735
H -1.34854 1.96768 -5.53489
H -1.75833 2.52658 -3.87849
H 0.82762 3.42590 -3.90034
H -2.18038 0.86106 -4.39592
C -2.18691 1.06170 -1.40566
O -3.28111 1.35930 -1.51883
Cl 0.56966 2.79153 -0.98922
C -0.99687 3.75953 3.80790
C 0.13143 3.73444 2.98392
C 0.44042 2.58184 2.25811
C -0.40243 1.45725 2.32242
C -1.52243 1.47595 3.16079
C -1.81934 2.63360 3.89061
As 0.00163 -0.08042 1.17160
C 1.68725 -0.72839 1.94881
C 2.32785 -1.81406 1.32710
C 3.62238 -2.17342 1.71663
C 4.28055 -1.45735 2.72272
C 3.65214 -0.36092 3.31725
C 2.35490 0.00179 2.94261
C -1.44611 -1.33504 1.60384
C -1.16971 -2.61034 2.11875
C -2.22730 -3.49994 2.34141
C -3.54317 -3.12648 2.05391
C -3.80680 -1.85841 1.51958
C -2.76071 -0.95966 1.30309
H -1.23343 4.65726 4.38197
H 0.77356 4.61179 2.89556
H 1.32348 2.57665 1.62196
H -2.16699 0.60120 3.25044
H -2.70808 2.65184 4.52343
H 1.84217 -2.34552 0.50706
H 4.13054 -2.99641 1.21265
H 5.29195 -1.73595 3.02219
H 4.18495 0.23713 4.05926
H 1.88934 0.87354 3.39928
H -0.14432 -2.90681 2.33700
H -2.01901 -4.49986 2.73046
H -4.36217 -3.82425 2.22721
H -4.82986 -1.57844 1.26385
H -2.96856 0.03678 0.90150
*
```

The HOMO energy (spin up / spin down) is -14.83 / -14.74 eV. As for the electronic energy: -4768.27538 hartree. The calculation puts the HOMO-LUMO gap (spin up / spin down) at 5.6628 / 4.2289 eV.

Mulliken population analysis, charges in e, atoms 1 to 2: atom 1 (C): -0.97, atom 2 (C): 0.76


Record 2
This record from the Open Molecules 2025 dataset describes C24H27BMnN8 as an isolated structure. The level of theory is the ωB97M-V functional and the def2-TZVPD basis.

```
! RIJCOSX wB97M-V def2-TZVPD def2/J DEFGRID3
* xyz 0 6
Mn -0.01941 -0.01629 0.11418
C 2.75567 -2.21342 2.51709
C 1.54331 -1.52664 2.54535
N 0.97558 -1.54360 1.34484
N 1.78858 -2.24157 0.53091
C 2.87005 -2.64727 1.21318
B 1.45935 -2.58557 -0.94308
N -0.04350 -2.88742 -1.04717
C -0.62439 -3.97017 -1.58179
C -1.99125 -3.84340 -1.45116
C -2.16049 -2.61865 -0.80995
N -0.98254 -2.05319 -0.58012
N 1.76806 -1.36028 -1.84711
C 2.78749 -1.18289 -2.69734
C 2.64862 0.05015 -3.30230
C 1.48302 0.57252 -2.75120
N 0.96035 -0.28753 -1.88035
H 3.43830 -2.38102 3.32493
H 1.05292 -1.05065 3.37349
H 3.64635 -3.20917 0.73179
H 2.09623 -3.51874 -1.29462
H -0.04307 -4.75344 -2.02233
H -2.74795 -4.52798 -1.77059
H -3.07390 -2.14529 -0.50317
H 3.53819 -1.93454 -2.82914
H 3.29006 0.51126 -4.02459
H 0.99877 1.50709 -2.96129
C -0.54602 5.52166 2.00427
C -1.25832 4.20428 2.32496
C -2.25336 3.74225 1.28931
C -3.50590 4.34393 1.25216
C -4.48781 3.91255 0.38055
C -4.25189 2.80631 -0.41627
C -3.02946 2.15422 -0.37927
C -2.82007 0.89899 -1.17925
C -2.21538 1.14093 -2.56272
C -2.00036 2.65574 0.43543
N -0.72616 2.06374 0.37122
C 0.26435 2.84337 0.01229
C 1.59543 2.40543 -0.02943
C 2.77819 3.07404 -0.41014
C 3.80535 2.16484 -0.25008
C 3.21340 0.98284 0.21767
N 1.89898 1.11391 0.34619
H 0.04073 5.83833 2.86503
H -1.26475 6.30384 1.77242
H 0.13641 5.41768 1.16415
H -1.80883 4.34530 3.26031
H -0.50752 3.42795 2.48480
H -3.71070 5.15995 1.93182
H -5.44841 4.40617 0.35168
H -5.02707 2.43302 -1.07148
H -3.77549 0.38301 -1.29575
H -2.13467 0.23354 -0.60829
H -2.87202 1.76298 -3.16733
H -2.06713 0.19287 -3.07691
H -1.25251 1.63796 -2.46666
H 0.05953 3.87238 -0.28903
H 2.85010 4.07591 -0.78775
H 4.85283 2.32200 -0.42544
H 3.70547 0.05661 0.45884
*
```

The HOMO energy (spin up / spin down) is -7.44 / -7.47 eV. As for the electronic energy: -2544.78951 hartree. The calculation puts the HOMO-LUMO gap (spin up / spin down) at 8.0559 / 7.8670 eV.

natural (NBO) population analysis, charges in e, atoms 1 to 2: atom 1 (Mn): 1.50, atom 2 (C): -0.35